Entry 1:
Formula: C2H2N2OS2
Source: OMol25
Level of theory: wB97M-V/def2-TZVPD

Cartesian coordinates (Å):
S: -2.70921 0.27410 0.23678
H: 2.12125 1.46439 0.84409
H: 0.59279 -1.25347 -0.17499
N: 0.52284 0.55506 0.24316
S: 3.01730 -0.53848 -0.28974
N: -0.16107 -0.53609 -0.08901
O: -3.82779 0.06778 -0.72515
C: -1.41057 -0.58765 -0.31711
C: 1.85446 0.55437 0.27198

Output
* energy relative to the best compared isomer or geometry (same formula, charge and spin): 441.2 kJ/mol
* total charge: 0
* E_tot: -1058.345609 Ha
* E_HOMO (spin up / spin down): -9.1717 / -9.0800 eV

Entry 2:
Formula: C2H2N2OS2
Source: OMol25
Level of theory: wB97M-V/def2-TZVPD

Cartesian coordinates (Å):
N: -0.40482 1.60683 0.72741
O: -2.93782 -0.88142 -0.08854
N: 0.12389 0.77940 -0.01046
H: -0.10569 -1.30136 -0.66098
H: 4.07278 -1.05480 -0.69086
S: 3.85617 -0.28075 0.38445
S: -2.03556 1.57154 0.82445
C: -0.59273 -0.27690 -0.42103
C: -1.97622 -0.16255 -0.06444

Output
* energy relative to the best compared isomer or geometry (same formula, charge and spin): 102.0 kJ/mol
* total charge: 0
* E_tot: -1058.374330 Ha
* 2S+1: 3
* E_HOMO (spin up / spin down): -9.6767 / -9.4932 eV

Entry 3:
Formula: C2H2N2S
Source: OMol25
Level of theory: wB97M-V/def2-TZVPD

Cartesian coordinates (Å):
S: 2.51132 0.33727 1.33504
H: -0.61383 -1.35297 0.60755
N: 1.17547 -0.36070 1.18002
C: -1.09362 0.66559 -1.43063
H: -0.28348 0.83556 -2.11765
N: -1.82278 0.72105 -0.54733
C: 0.12693 -0.84579 0.97300

Output
* energy relative to the best compared isomer or geometry (same formula, charge and spin): 282.5 kJ/mol
* total charge: 0
* SMILES: C#[N+][S-].C#N
* E_tot: -584.993324 Ha
* E_HOMO: -8.6434 eV

Q: What is the total charge in the second record?
A: 0